[1]
Molecular formula: C25H24BrClF6InN6OSb
Method: DFT, the ωB97M-V functional and the def2-TZVPD basis

Values from the calculation:
F_max in eV/A: 0.48
Frontier orbital gap (spin up / spin down) in eV: 8.3062 / 6.1005
Expectation value of S²: 0.78
Spin multiplicity: 2
DFT total energy in eV: -147884.295
E_LUMO (spin up / spin down) in eV: -3.4 / -5.8
Net charge: +1

Each line ends with the Löwdin spin population.
Cartesian coordinates (Å):
In  -0.4979  0.5144  -0.0402  0.004
Br  2.4237  4.2714  5.5788  0.113
C  1.5095  2.9798  4.6185  0.235
C  0.1897  2.6411  4.9973  -0.012
C  -0.4790  1.6910  4.2985  0.144
C  0.1163  1.0402  3.1500  0.089
O  -0.5178  0.1844  2.5071  0.212
C  1.4810  1.4195  2.7872  0.128
C  2.2225  0.7723  1.6992  0.003
N  1.7376  0.0798  0.7425  0.049
C  2.7052  -0.5306  -0.1230  0.003
C  3.5800  0.2261  -0.8476  0.003
C  4.5394  -0.3848  -1.6852  0.000
C  4.6124  -1.7425  -1.7656  0.002
C  3.7098  -2.5496  -1.0283  0.000
C  3.7508  -3.9624  -1.0634  0.000
C  2.8489  -4.6827  -0.3416  0.000
C  1.8704  -3.9861  0.3979  0.000
N  1.7918  -2.6786  0.4653  0.001
C  2.7264  -1.9492  -0.2154  0.002
C  2.1453  2.3487  3.5367  0.007
H  -0.2662  3.1405  5.8409  -0.004
H  -1.4873  1.3993  4.5608  0.005
H  3.3079  0.8634  1.7737  0.000
H  3.5069  1.3062  -0.8028  0.000
H  5.2078  0.2375  -2.2649  0.000
H  5.3500  -2.2221  -2.3978  0.000
H  4.5051  -4.4543  -1.6661  0.000
H  2.8621  -5.7637  -0.3351  0.000
H  1.1161  -4.5427  0.9461  0.000
H  3.1637  2.6189  3.2870  -0.003
N  0.1407  -0.7828  -1.8056  0.000
C  -0.9438  -1.5746  -2.4483  0.000
C  -1.3644  -2.7487  -1.5799  0.000
C  -2.0632  -2.3535  -0.2885  0.000
N  -1.1754  -1.5623  0.6004  0.002
H  0.5571  -0.1531  -2.4886  0.000
H  0.8790  -1.4136  -1.5076  0.000
H  -0.6001  -1.9345  -3.4175  0.000
H  -1.7837  -0.9064  -2.6295  0.000
H  -0.4898  -3.3671  -1.3519  0.000
H  -2.0453  -3.3759  -2.1560  0.000
H  -2.4101  -3.2453  0.2341  0.000
H  -2.9385  -1.7441  -0.5168  0.000
H  -0.2638  -2.0207  0.7281  0.000
H  -1.5705  -1.4719  1.5303  0.000
F  -1.0217  1.3596  -2.5867  0.000
Sb  0.3322  2.6813  -3.0658  0.000
F  1.2044  1.2855  -3.9929  0.000
F  1.2016  1.8717  -1.5217  0.000
F  1.7445  3.8772  -3.2097  0.000
F  -0.6903  3.8943  -2.0850  0.000
F  -0.6140  3.0949  -4.6170  0.000
N  -7.7345  2.9345  0.5719  0.000
C  -6.6884  2.4936  0.4003  0.000
C  -5.3719  1.9394  0.1847  0.000
C  -4.7721  2.0058  -1.0611  0.000
C  -3.5065  1.4693  -1.2221  0.000
N  -2.8418  0.8866  -0.2178  0.000
C  -3.4316  0.8336  0.9891  0.001
C  -4.6886  1.3362  1.2346  0.000
H  -5.2711  2.4738  -1.8970  0.000
H  -3.0036  1.5200  -2.1751  0.000
H  -2.8569  0.3932  1.7953  0.000
H  -5.1280  1.2706  2.2193  0.000
Cl  -0.5221  2.7483  0.7437  0.016

Forces on the atoms, in the same order (eV/Å):
0.2175 -0.1479 -0.3991
0.0490 0.0558 0.0329
-0.0665 -0.0047 0.0271
0.1192 0.0294 -0.0220
0.0076 -0.0524 -0.0459
0.0591 0.0011 0.0173
-0.0781 0.0055 0.0026
-0.0551 -0.1648 -0.1951
-0.0789 -0.1186 0.1969
-0.0798 0.1497 -0.0099
-0.1157 0.1063 0.0713
0.0965 0.1306 -0.0791
-0.0593 0.0506 0.0092
-0.0219 -0.0663 0.0018
0.0888 -0.0097 -0.0520
0.0790 -0.0203 -0.0737
-0.0584 -0.0320 0.0581
-0.0093 0.0211 -0.0208
0.0102 0.0380 -0.0281
-0.0900 -0.0736 0.0768
0.0197 0.0728 0.0541
0.0181 0.0074 -0.0050
0.0176 -0.0061 -0.0167
0.0217 0.0120 0.0298
0.0209 -0.0496 -0.0032
-0.0096 -0.0032 0.0285
-0.0208 0.0015 0.0286
-0.0093 0.0117 0.0137
-0.0190 0.0161 -0.0028
0.0155 -0.0006 0.0043
-0.0015 0.0279 0.0392
-0.1632 0.0675 0.0826
0.0572 0.0335 0.0848
0.0581 0.0550 0.0613
0.1167 0.0729 0.0252
0.0526 -0.0106 0.0073
0.0417 -0.0433 -0.0653
0.0107 -0.0516 -0.0225
0.0261 -0.0092 -0.0346
-0.0178 0.0242 -0.0259
-0.0028 -0.0340 -0.0079
-0.0089 -0.0084 -0.0072
0.0069 -0.0411 0.0174
-0.0243 0.0067 0.0235
-0.0485 -0.0665 0.0158
-0.0097 -0.0518 0.0064
-0.0734 0.1568 0.0290
-0.1865 -0.1290 0.0166
0.0723 -0.1812 -0.0459
-0.1464 0.1196 0.1125
0.1615 0.0571 -0.1678
0.0409 0.0747 0.1220
0.0623 0.0905 -0.0957
0.0753 -0.0447 0.0015
0.1054 -0.0305 -0.0509
-0.2456 0.0958 0.0634
-0.0083 0.0101 -0.0925
0.0255 -0.0583 0.0512
-0.1089 0.0210 0.1626
0.0815 -0.0196 -0.1347
-0.0281 -0.0304 0.0556
0.0034 0.0005 -0.0029
0.0106 0.0155 0.0226
0.0162 0.0068 -0.0115
0.0183 0.0057 -0.0001
-0.0378 -0.0912 0.0651

[2]
Molecular formula: CH3NS2
Method: DFT, the ωB97M-V functional and the def2-TZVPD basis

Values from the calculation:
F_max in eV/A: 4.13
Frontier orbital gap (spin up / spin down) in eV: 7.7179 / 7.2108
DFT total energy in eV: -24241.412
E_LUMO (spin up / spin down) in eV: -0.7 / -1.1
ΔE to the lowest compared entry with this formula, charge and spin in kJ/mol: 453.86
Net charge: 0

Each line ends with the natural charge from an NBO analysis.
Cartesian coordinates (Å):
C  0.3745  1.4569  0.4347  -0.532
N  -0.1677  -1.8412  0.2838  -0.789
S  0.2845  -0.2744  -0.1713  0.536
S  0.8960  -3.0291  -0.1939  0.302
H  -0.1290  1.7047  1.3090  0.189
H  0.2581  2.0073  -0.5120  0.215
H  1.6267  -2.4058  -1.1394  0.079

Forces on the atoms, in the same order (eV/Å):
-0.5946 -3.7545 -1.6107
0.0760 2.5398 0.9711
1.3901 0.2538 -1.3588
-0.3132 -0.0066 0.0833
-0.6619 0.8812 1.4969
0.0406 -0.0742 0.5717
0.0629 0.1605 -0.1534

[3]
Molecular formula: C13H21Cl2NO5PS2
Method: DFT, the ωB97M-V functional and the def2-TZVPD basis

Values from the calculation:
F_max in eV/A: 2.99
Frontier orbital gap in eV: 7.3836
DFT total energy in eV: -81546.281
E_LUMO in eV: -4.8
Net charge: +1

Each line ends with the natural charge from an NBO analysis.
Cartesian coordinates (Å):
O  -0.8413  0.6987  4.5751  -0.936
P  -1.4980  1.8467  3.5162  1.288
Cl  -2.7957  0.8056  2.2633  -0.244
N  -0.0391  2.3640  2.5657  -0.592
C  0.2903  1.7833  1.3552  0.064
C  1.4965  2.2106  0.6584  -0.195
C  2.3383  3.2558  1.2685  -0.093
C  1.9125  3.8596  2.5344  -0.052
Cl  2.8153  5.1431  3.3590  0.097
C  0.7018  3.3711  3.1558  0.024
H  0.1064  0.9512  4.6437  0.501
H  -0.3463  0.9956  0.8994  0.268
H  1.8228  1.7437  -0.3194  0.303
H  3.2878  3.5995  0.7937  0.282
H  0.3739  3.8138  4.1306  0.270
C  5.9227  0.3469  -3.6185  -0.407
C  4.6830  -0.4965  -3.9274  -0.402
C  3.7347  -0.3727  -2.7315  -0.679
S  4.0694  1.2243  -1.9898  2.156
O  4.6170  1.0137  -0.6687  -0.950
O  2.9410  2.1043  -2.2194  -0.960
C  5.3979  1.6776  -3.0926  -0.672
H  6.5487  0.4845  -4.5002  0.239
H  6.5241  -0.1478  -2.8507  0.220
H  4.1945  -0.1103  -4.8260  0.216
H  4.9410  -1.5386  -4.1181  0.237
H  2.6906  -0.4150  -3.0392  0.257
H  3.9331  -1.1397  -1.9826  0.253
H  6.1483  2.2524  -2.5519  0.262
H  4.9716  2.2783  -3.8978  0.249
C  -5.6208  -2.3987  1.8829  -0.409
C  -6.0774  -3.7813  1.4069  -0.401
C  -6.0883  -3.7590  -0.1254  -0.681
S  -4.8540  -2.5568  -0.6178  2.172
O  -5.5170  -1.4536  -1.2668  -0.938
O  -3.7348  -3.2392  -1.2191  -0.939
C  -4.4027  -2.0514  1.0351  -0.673
H  -5.3826  -2.3946  2.9474  0.225
H  -6.4166  -1.6681  1.7117  0.218
H  -5.3717  -4.5387  1.7591  0.211
H  -7.0597  -4.0404  1.8033  0.232
H  -5.8312  -4.7304  -0.5448  0.259
H  -7.0520  -3.4301  -0.5141  0.253
H  -4.1606  -0.9897  1.0429  0.232
H  -3.5332  -2.6381  1.3371  0.238

Forces on the atoms, in the same order (eV/Å):
0.2330 1.4991 -2.2002
-1.3411 -0.1021 2.2668
1.4515 0.2358 0.4012
1.0874 -0.5558 -1.3371
2.5615 1.2880 -0.8595
-0.1496 0.8973 1.7952
-1.7157 -0.5944 0.8397
-1.0486 -1.4301 -0.6827
-0.8269 -1.2894 -0.9162
1.5189 0.4469 -1.0115
-0.4586 -0.6331 0.3247
0.3159 0.7281 0.7996
-0.5796 0.7335 1.2979
-0.9931 -0.4421 0.3497
0.0404 -0.6418 -1.0636
0.0305 -0.1665 0.0850
0.0473 0.0181 -0.2030
-0.1424 -0.4334 -0.2054
0.5167 -0.2812 -0.8192
-0.4605 0.3244 0.2117
-0.0877 0.0230 0.6545
0.3302 0.0878 -0.2219
-0.0265 0.0236 0.0684
0.0104 0.0672 -0.0403
0.0200 -0.0175 0.0584
-0.0532 0.0576 0.0301
0.0122 0.0844 0.1718
0.0000 0.1458 0.0669
-0.1587 0.0389 0.0942
-0.0527 0.0036 0.0986
-0.1265 0.0333 0.0368
0.0352 -0.0693 0.1113
-0.3288 -0.3319 0.2317
0.0290 -0.2294 -0.0172
0.2259 -0.0479 -0.0692
-0.0686 0.2866 -0.1482
-0.0166 0.0930 0.4530
-0.0180 0.0095 -0.0504
0.0687 0.0010 0.0115
-0.0303 0.0473 -0.0219
0.0611 0.0019 -0.0403
0.0373 0.1524 -0.1434
0.1238 0.0772 -0.0679
-0.0603 -0.1603 -0.2552
-0.0131 0.0210 -0.0844

[4]
Molecular formula: C4H7NO2
Method: DFT, the ωB97M-V functional and the def2-TZVPD basis

Values from the calculation:
F_max in eV/A: 1.32
Frontier orbital gap in eV: 10.7174
DFT total energy in eV: -9844.825
E_LUMO in eV: 0.8
ΔE to the lowest compared entry with this formula, charge and spin in kJ/mol: 236.85
Net charge: 0

Each line ends with the natural charge from an NBO analysis.
Cartesian coordinates (Å):
O  0.0073  0.4534  -2.3305  -0.647
C  0.4323  0.8908  -1.1467  0.435
C  0.5679  2.2505  -0.7446  -0.402
C  1.0299  2.1450  0.5297  0.149
O  1.1624  0.8596  0.8691  -0.265
N  0.7888  0.0845  -0.1793  -0.218
H  0.0031  -0.5134  -2.3107  0.497
H  0.3490  3.1223  -1.3200  0.242
H  1.2928  2.8780  1.2647  0.211
C  -1.1287  -2.4338  1.0730  -0.848
H  -1.6070  -2.6958  2.0086  0.207
H  -1.1010  -1.3589  0.9686  0.220
H  -0.1156  -2.8134  1.0678  0.215
H  -1.6812  -2.8687  0.2503  0.204

Forces on the atoms, in the same order (eV/Å):
-0.1066 -0.1204 -0.2468
0.4047 0.2877 1.0959
0.1044 -0.2753 0.3190
-0.3012 0.0090 -0.8499
0.2017 0.5578 0.5648
-0.2973 -0.7661 -1.0374
0.0079 0.0126 -0.0026
-0.0267 0.2771 -0.0884
0.0692 0.0744 0.2106
-0.0269 -0.0345 0.0952
-0.1115 -0.0819 0.1525
0.0197 0.1943 -0.0366
0.1966 -0.0417 -0.0118
-0.1340 -0.0930 -0.1643